A 14-piece molecular cluster, C34H102N6O15 overall in a non-equilibrium geometry, computed with wB97M-V/def2-TZVPD.

Structure (XYZ):
```
157
Properties=species:S:1:pos:R:3:lowdin_charge:R:1
C 0.94529 0.27741 5.54353 -0.12
O 1.81427 0.53478 4.45099 -0.15
H 0.91565 1.17864 6.15592 0.08
H -0.04162 -0.03149 5.19903 0.08
H 1.38971 -0.51297 6.14842 0.08
H 2.60974 0.98839 4.73919 0.09
C -0.37349 3.04684 -5.37400 -0.19
O -0.13530 4.39601 -5.56663 -0.10
H -1.21759 2.95857 -4.69004 0.07
H -0.72419 2.61714 -6.31234 0.08
H 0.48120 2.49454 -4.98340 0.07
H 0.22471 4.63716 -4.70998 0.08
C 2.59569 -3.30950 -1.19988 -0.14
O 3.86854 -2.62867 -1.24614 -0.17
H 1.81327 -2.67002 -1.60852 0.06
H 2.64329 -4.22766 -1.78538 0.08
H 2.34593 -3.52521 -0.16104 0.07
H 4.62508 -3.07666 -0.86072 0.01
C -2.34237 -1.81152 3.77922 -0.13
O -1.72716 -1.62216 2.47800 -0.18
H -2.73189 -0.88000 4.18989 0.06
H -3.21756 -2.46100 3.76122 0.07
H -1.59073 -2.19876 4.46709 0.07
H -1.04795 -0.94375 2.48206 0.00
C 1.24633 -2.56990 -4.51495 -0.17
O 0.52834 -2.69071 -5.73732 -0.12
H 2.32389 -2.72112 -4.57904 0.08
H 1.13158 -1.59315 -4.04497 0.05
H 0.81023 -3.35150 -3.89284 0.07
H -0.35971 -2.37343 -5.55759 0.02
C 4.47655 1.55169 1.83074 -0.20
O 4.63550 2.02208 0.53969 -0.13
H 3.58626 2.03481 2.23333 0.07
H 4.28987 0.47926 1.77483 0.05
H 5.25042 1.79881 2.55749 0.08
H 4.17733 1.44063 -0.07155 -0.01
C -4.35065 4.00354 -1.84253 -0.15
O -3.21777 3.18144 -1.70125 -0.13
H -4.10378 4.66967 -2.66923 0.08
H -5.22563 3.36178 -1.94564 0.09
H -4.52845 4.70927 -1.03110 0.05
H -3.49152 2.33139 -1.34902 0.02
C -2.67886 -2.95545 -4.38317 -0.11
O -1.98120 -1.79981 -4.85314 -0.13
H -3.55080 -2.64058 -3.80988 0.07
H -3.05964 -3.62769 -5.15207 0.09
H -2.03934 -3.42585 -3.63627 0.07
H -2.58159 -1.32115 -5.42935 0.10
C -4.83923 6.78322 0.91383 -0.12
O -4.55772 5.51619 1.49784 -0.22
C -5.63189 4.86419 2.19538 -0.18
C -5.20983 3.39976 2.50464 -0.19
N -4.97452 2.59775 1.30418 -0.04
C -4.26965 1.38039 1.53713 -0.20
C -4.44751 0.25609 0.52682 -0.19
O -3.79946 0.54476 -0.71123 -0.24
C -4.06082 -0.46179 -1.72614 -0.07
H -4.08891 7.05146 0.17008 0.08
H -4.80641 7.58514 1.65138 0.08
H -5.74767 6.84608 0.31476 0.09
H -6.50691 4.83734 1.54600 0.12
H -5.87477 5.31201 3.15902 0.12
H -6.02615 2.89926 3.02544 0.12
H -4.36548 3.45742 3.19154 0.10
H -4.45796 3.18986 0.66962 0.07
H -4.59285 1.01249 2.51092 0.12
H -3.20637 1.61995 1.54890 0.11
H -5.48139 -0.08058 0.45039 0.13
H -3.84116 -0.58458 0.86408 0.11
H -3.47970 -0.21885 -2.61574 0.07
H -5.11255 -0.48480 -2.01148 0.09
H -3.70905 -1.41051 -1.32082 0.08
C 6.57930 -1.37623 0.36103 -0.05
C 6.49396 -2.74716 1.09013 -0.39
C 5.39820 -2.68610 2.23371 -0.18
O 5.88431 -1.80354 3.20027 -0.18
C 4.98464 -1.39703 4.19340 -0.11
N 6.15733 -3.72786 0.09099 0.02
H 7.31155 -1.39013 -0.44625 0.08
H 6.81638 -0.62323 1.11263 0.08
H 5.57641 -1.16287 -0.00881 0.05
H 7.50332 -2.93236 1.45755 0.13
H 5.19828 -3.68728 2.61550 0.12
H 4.44057 -2.37430 1.81680 0.12
H 4.19939 -0.79045 3.74223 0.06
H 5.46365 -0.77177 4.94687 0.09
H 4.55934 -2.22903 4.75463 0.09
H 6.99857 -3.87596 -0.44797 0.09
H 6.01736 -4.60092 0.57914 0.09
C -2.04058 2.61976 5.00432 -0.07
C -0.78951 3.40350 4.62251 -0.44
C -0.95619 4.20710 3.33591 -0.12
O -1.06414 3.25530 2.22067 -0.23
C -1.11531 3.86175 0.98920 -0.12
N -0.49573 4.31535 5.70229 0.03
H -2.97511 3.14010 5.21409 0.08
H -1.87576 1.95914 5.85550 0.07
H -2.29101 2.00074 4.14281 0.06
H 0.03297 2.68858 4.64545 0.11
H -0.03844 4.75761 3.12908 0.13
H -1.75423 4.94180 3.44292 0.13
H -0.32748 4.60557 0.87027 0.09
H -2.01414 4.46798 0.87646 0.08
H -1.00340 3.11671 0.20148 0.08
H -0.55220 3.83182 6.58722 0.07
H -1.31912 4.89968 5.67589 0.07
C -0.53739 -4.40581 -0.62057 -0.06
C -2.00398 -4.39709 -0.27803 -0.44
C -2.72895 -5.63514 -0.77824 -0.17
O -2.36840 -5.93171 -2.15454 -0.21
C -2.81053 -7.12983 -2.75367 -0.11
N -2.15410 -4.27191 1.19628 0.06
H -0.07381 -5.29890 -0.20154 0.09
H -0.00207 -3.53437 -0.24355 0.06
H -0.34460 -4.42101 -1.69327 0.07
H -2.40873 -3.49510 -0.73707 0.11
H -3.80748 -5.52738 -0.66310 0.12
H -2.50803 -6.47976 -0.12563 0.12
H -3.90026 -7.12361 -2.73070 0.08
H -2.51552 -8.03268 -2.21894 0.08
H -2.49042 -7.31454 -3.77909 0.09
H -3.14920 -4.24617 1.36719 0.06
H -1.80463 -3.35631 1.44051 0.03
C 5.50798 0.47712 -2.56326 -0.04
C 4.04182 0.90403 -2.59604 -0.38
C 3.25143 0.21906 -3.72032 -0.21
O 3.52200 0.70441 -5.00923 -0.16
C 2.76881 0.03644 -6.01414 -0.10
N 3.43099 0.51128 -1.34391 0.05
H 5.55674 -0.57863 -2.29660 0.06
H 6.16414 0.97925 -1.85234 0.08
H 5.94541 0.74429 -3.52524 0.08
H 3.95800 1.98918 -2.65516 0.15
H 2.18502 0.17507 -3.49910 0.10
H 3.58436 -0.81792 -3.67638 0.12
H 2.86551 -1.04887 -6.04303 0.07
H 3.12865 0.32022 -7.00312 0.09
H 1.70194 0.23811 -5.91806 0.08
H 2.48237 0.81124 -1.51777 0.07
H 3.35757 -0.48843 -1.22021 0.05
C 1.65840 -0.69482 1.23266 -0.02
C 0.65058 0.44071 1.08785 -0.39
C -0.37851 0.26642 -0.07176 -0.16
O 0.27361 0.23550 -1.34954 -0.19
C -0.68771 0.09230 -2.42473 -0.08
N -0.03962 0.62624 2.32989 0.06
H 1.09838 -1.60050 1.46548 0.09
H 2.32365 -0.36743 2.03164 0.05
H 2.25840 -0.90800 0.34798 0.05
H 1.10644 1.41096 0.89054 0.14
H -1.17545 1.00876 -0.02812 0.10
H -0.82967 -0.71969 0.03833 0.11
H -1.07071 -0.92697 -2.47476 0.07
H -0.16289 0.08232 -3.38002 0.06
H -1.46229 0.85915 -2.41743 0.08
H 0.60284 0.47996 3.09537 0.03
H -0.33522 1.58795 2.41836 0.05
```

Summary:
- largest force on an atom (eV/A) = 2.59
- total charge = 0
- gap between HOMO and LUMO (eV) = 9.29